[1]
{"formula": "C8H12N2O", "method": "ωB97M-V/def2-TZVPD", "symbols": ["H", "H", "H", "N", "H", "C", "H", "H", "C", "H", "H", "H", "C", "C", "C", "C", "H", "H", "C", "N", "C", "O", "H"], "xyz": [[-2.283630, -2.665274, 1.280349], [2.595724, 1.322671, 0.133263], [1.641368, -0.301756, -2.232535], [2.169723, 0.423271, -1.698340], [-1.667668, -0.378457, 1.377922], [-0.103562, 1.657149, 1.195552], [3.111738, 0.232392, -1.771503], [-1.009587, -2.883054, 0.399260], [-0.054129, 2.337985, -0.194689], [-2.722508, -0.360641, -0.098377], [-1.003925, 2.632138, -0.716527], [-1.145772, 1.659083, 1.563514], [-1.922420, -2.346029, 0.338174], [0.233783, 0.799942, -0.036653], [-0.640218, -0.343872, -0.564266], [-1.834423, -0.734892, 0.361447], [-2.545908, -2.696014, -0.574499], [0.741214, 2.939340, -0.524584], [1.844618, 0.499528, -0.301884], [2.305539, -1.766064, 0.980199], [2.091860, -0.744533, 0.495201], [-0.379383, -0.960958, -1.542586], [0.577574, 1.678046, 2.131563]], "atomic_forces_ev_per_a": [[-1.561, -0.225, 0.791], [-2.136, -1.505, -0.545], [0.396, 0.827, 0.965], [-2.689, -0.384, -0.547], [-0.253, 0.031, -0.273], [-0.085, -0.076, 0.226], [2.453, -0.416, -0.459], [1.439, 0.102, -0.855], [-1.363, -1.937, 0.504], [-0.764, 0.472, 0.039], [0.773, -0.409, 1.055], [0.608, -0.483, -0.365], [-1.379, 1.443, -1.465], [2.149, 1.606, -0.315], [-0.940, 1.325, 2.760], [1.864, -2.467, -0.868], [1.078, 0.425, 1.824], [1.162, 0.458, -0.193], [-0.885, 1.233, 1.771], [-0.133, 0.258, 0.141], [0.399, -0.168, -0.596], [0.466, -0.608, -1.427], [-0.599, 0.497, -2.169]], "max_force_ev_per_a": 3.21, "homo_lumo_gap_ev": 10.56, "e_lumo_ev": 0.80, "smiles": "CCC(=O)C1([C@H](N)C#N)CC1", "energy_ev": -13515.6250, "de_lowest_kcal_mol": 64.32}



[2]
{"formula": "C8H12N2O2S2", "method": "ωB97M-V/def2-TZVPD", "symbols": ["O", "H", "H", "S", "S", "C", "C", "H", "H", "H", "C", "C", "H", "C", "C", "H", "N", "H", "C", "N", "O", "C", "H", "H", "H", "H"], "xyz": [[0.330218, -3.505633, 3.699877], [-0.915280, 3.169758, -1.238275], [-0.245290, -0.556451, 2.527131], [-0.753348, -2.060462, 0.675328], [-1.001208, 0.803881, -0.093930], [0.351574, 3.795996, -2.675271], [0.121036, -4.701427, 2.782112], [1.907987, 4.195115, -4.075664], [-1.184357, -4.551223, 2.081206], [1.600578, 2.418222, -3.722101], [0.855967, -0.453281, -0.976148], [1.784817, 3.484553, -3.196552], [2.531115, 3.572813, -2.342732], [0.157766, 1.608278, -1.208857], [-0.198400, -0.619484, -0.196652], [-1.419707, -2.833724, 2.963815], [-0.148655, 2.783221, -1.707345], [1.453903, -1.431810, -1.375447], [-0.524578, -2.388746, 3.319371], [1.080207, 0.782106, -1.500429], [-0.335654, 4.761940, -2.997855], [0.125485, -1.540542, 2.279459], [0.262985, -5.683365, 3.454304], [1.218871, -4.721856, 1.908807], [-0.793594, -1.951234, 4.301339], [1.136323, -1.640765, 2.288734]], "atomic_forces_ev_per_a": [[-1.308, -2.129, -2.055], [-1.465, 0.801, 0.463], [0.425, 0.668, -0.560], [1.572, 1.357, 0.474], [-1.927, 3.355, 0.197], [0.457, -0.124, 0.107], [1.253, 0.737, -1.088], [0.376, -0.676, 1.438], [4.288, -0.796, 2.206], [1.173, 2.070, 1.653], [3.033, -3.453, -2.257], [-2.068, -0.762, -1.579], [-0.833, -0.516, -1.455], [-0.487, -3.399, 1.658], [-0.245, -2.210, 0.512], [-1.138, -0.144, -0.383], [0.046, 4.475, -2.043], [-1.100, 2.833, 1.209], [1.281, -1.939, 2.177], [1.432, -0.259, -1.348], [1.230, -2.477, 1.175], [-4.671, -0.067, -0.222], [-0.788, 2.300, -1.664], [-3.869, 0.080, 2.406], [0.471, 0.464, -0.676], [2.862, -0.187, -0.343]], "max_force_ev_per_a": 5.12, "homo_lumo_gap_ev": 9.02, "e_lumo_ev": 0.51, "energy_ev": -37231.1217, "de_lowest_kcal_mol": 114.66}



[3]
{"formula": "C8H12N2O3S", "method": "ωB97M-V/def2-TZVPD", "symbols": ["C", "C", "H", "H", "H", "O", "H", "H", "O", "H", "C", "C", "H", "H", "H", "H", "N", "N", "O", "C", "S", "C", "H", "C", "H", "C"], "xyz": [[-1.427294, 0.049524, 1.117410], [5.464032, 0.714217, -0.709084], [2.641970, 1.637985, -0.002399], [-4.104756, -0.741217, 1.164668], [-2.072226, 0.924518, 1.073320], [4.111207, -1.252105, -0.253672], [-4.345898, -1.822587, -0.224272], [5.380792, 1.794388, -0.643694], [-5.670994, 0.548326, -0.603452], [-4.035072, 0.086015, -1.793790], [2.153957, -0.527459, 0.226870], [-0.017300, 0.459718, 0.731050], [-3.791672, 1.194117, -0.427589], [0.464688, -1.541071, 0.676908], [6.254574, 0.367423, -0.046213], [-1.431690, -0.366365, 2.127351], [2.856814, -1.628978, 0.094765], [0.824597, -0.600349, 0.585330], [0.306512, 1.614875, 0.597266], [-3.862876, -0.904521, 0.114403], [-2.079483, -1.225837, -0.027844], [2.951358, 0.616872, -0.035687], [5.733396, 0.434527, -1.726588], [-4.300350, 0.280598, -0.745484], [-6.178232, -0.200841, -0.935758], [4.173947, 0.088222, -0.333818]], "atomic_forces_ev_per_a": [[-0.331, -0.235, -0.155], [-0.035, -0.283, -0.006], [0.017, 0.219, -0.013], [-0.136, -0.042, -0.033], [0.178, 0.024, 0.046], [0.693, 0.509, -0.216], [-0.042, 0.005, 0.062], [0.013, 0.041, 0.001], [-0.545, 0.009, 0.064], [0.044, 0.060, 0.146], [1.100, -0.003, -0.271], [-0.519, -0.079, 0.144], [0.050, -0.119, -0.082], [-0.051, 0.098, 0.043], [0.074, 0.044, 0.032], [0.024, 0.135, 0.013], [-1.270, -0.320, 0.346], [0.073, -0.559, -0.003], [0.124, 0.199, -0.042], [0.368, 0.178, -0.031], [0.001, 0.127, -0.045], [0.433, -0.257, -0.105], [0.048, 0.037, -0.056], [0.364, -0.172, -0.038], [0.043, 0.083, 0.007], [-0.717, 0.302, 0.191]], "max_force_ev_per_a": 1.35, "homo_lumo_gap_ev": 9.76, "e_lumo_ev": 0.61, "smiles": "Cc1cc(NC(=O)CSCCO)no1", "energy_ev": -28447.5885, "de_lowest_kcal_mol": 0.00}



[4]
{"formula": "C8H12N2O4", "method": "ωB97M-V/def2-TZVPD", "symbols": ["H", "C", "O", "H", "C", "O", "H", "N", "N", "H", "H", "H", "H", "H", "H", "H", "C", "C", "C", "C", "O", "H", "C", "H", "O", "C"], "xyz": [[3.947274, 1.632161, 1.901525], [3.372063, 2.292670, 1.305490], [0.211444, -0.672784, -0.865485], [-1.449922, -3.877730, -1.030040], [-1.661589, -3.108375, -1.847009], [-1.164499, -2.287514, 1.182333], [4.698784, 2.055260, -0.173276], [-0.710893, 0.950004, 0.442983], [-2.198544, -2.049305, -0.903312], [-2.445842, -1.384794, -1.579146], [-3.271852, 1.899652, 1.330291], [3.329186, 3.195059, 1.813241], [1.384715, 1.773395, 2.058628], [-4.132565, 0.434843, 0.685489], [-0.291510, 1.657662, 1.010269], [0.241452, -2.652935, -2.015861], [1.657158, 1.011835, 0.027993], [0.348994, 0.313267, -0.160121], [-1.685648, -1.799940, 0.250017], [1.983329, 1.674818, 1.146717], [-0.537093, -2.745072, -2.610989], [2.131577, 1.066506, -0.897535], [-3.211704, 0.920755, 0.811099], [-2.472021, -3.302828, -2.408860], [3.954942, 2.546103, 0.049473], [-2.027236, 0.457288, 0.476086]], "atomic_forces_ev_per_a": [[0.762, -0.828, 0.631], [-0.941, -1.216, -1.859], [0.740, 0.088, 0.007], [-0.021, -0.010, -1.843], [3.451, -0.537, 5.192], [-0.056, -0.600, -0.468], [1.893, -1.559, -0.106], [-0.058, -0.332, 0.348], [0.055, -2.329, -3.147], [-0.525, 2.360, 0.505], [-0.165, -0.196, -0.601], [-0.291, 1.876, 1.080], [-0.064, -0.517, -0.378], [-0.800, -1.030, -0.048], [-0.995, 0.923, 0.600], [-0.842, 0.183, -0.475], [-1.968, 0.419, 1.794], [-1.072, -0.019, -0.115], [-0.122, 4.830, 1.569], [1.346, -0.115, -0.493], [-0.521, -0.209, 0.885], [1.639, -0.018, -0.971], [1.485, 2.398, 1.121], [-2.285, -1.114, -2.404], [-1.918, 1.707, 0.019], [1.273, -4.158, -0.844]], "max_force_ev_per_a": 6.26, "homo_lumo_gap_ev": 8.41, "e_lumo_ev": 0.49, "energy_ev": -19655.9443, "de_lowest_kcal_mol": 63.70}



[5]
{"formula": "C8H12N2S", "method": "ωB97M-V/def2-TZVPD", "symbols": ["H", "H", "H", "H", "H", "C", "C", "C", "C", "N", "H", "C", "H", "H", "H", "C", "H", "S", "C", "C", "N", "H", "H"], "xyz": [[0.153536, -0.943126, -1.317573], [1.354885, 0.243747, -2.166586], [0.358541, 2.813936, 0.048757], [3.253488, 0.419538, 0.030362], [2.318485, 2.003222, -0.561404], [1.131170, 0.257398, -0.067431], [1.173851, -0.522968, -1.392620], [-3.895550, -0.628326, -0.013098], [-0.194130, 0.994637, -0.043662], [-1.679038, -1.090050, 0.266193], [0.394641, -1.445215, 1.034828], [2.433457, 1.166598, 0.119962], [-3.052543, -2.692236, 0.358241], [2.365050, 1.580761, 1.156199], [1.435598, -0.066732, 1.970440], [-1.584930, 0.163160, 0.019898], [-5.004645, -0.526048, -0.105142], [-3.183612, 0.924089, -0.218586], [1.316172, -0.774519, 1.073658], [-2.956426, -1.555888, 0.266205], [-0.410045, 2.227654, 0.049218], [1.907068, -1.359616, -1.450751], [2.364977, -1.190022, 0.942901]], "atomic_forces_ev_per_a": [[0.556, -0.224, -1.407], [-0.450, -0.825, -0.257], [2.238, 1.221, 0.023], [-0.181, 1.292, -0.292], [1.010, -0.007, -0.423], [2.425, -0.585, 0.270], [-0.518, 0.386, 0.481], [-1.487, 1.555, -0.094], [-2.007, -0.939, 1.149], [0.679, -0.325, -0.051], [1.794, 0.423, 0.742], [-2.494, -0.680, 0.636], [-0.290, 1.969, 0.060], [0.450, -0.277, -0.746], [-0.752, -1.715, -0.517], [1.085, 1.600, -0.279], [1.147, -1.101, 0.224], [1.631, -0.427, 0.099], [-0.388, 1.365, 0.586], [-0.268, -2.475, -0.244], [-2.185, -0.818, -0.283], [-0.352, 0.812, 0.236], [-1.646, -0.228, 0.085]], "max_force_ev_per_a": 2.66, "homo_lumo_gap_ev": 9.77, "e_lumo_ev": 0.56, "smiles": "[H]/N=C(/c1nccs1)C(C)(C)C", "energy_ev": -22304.3438, "de_lowest_kcal_mol": 34.93}